Record 1
Molecular formula: C24H29AsCl2N4S4SeY
Method: DFT, ωB97M-V/def2-TZVPD

Cartesian coordinates (Å):
1 Y -1.626 -0.448 0.390
2 S -3.790 -4.577 2.816
3 As -3.328 -2.784 1.901
4 S -1.732 -1.572 2.826
5 S -2.601 -2.892 -0.177
6 S -5.052 -1.365 1.746
7 Se -3.984 0.635 2.897
8 N -5.112 1.946 2.716
9 C -4.751 2.633 1.585
10 C -5.413 3.702 0.994
11 C -4.847 4.282 -0.136
12 C -3.653 3.790 -0.646
13 N -2.990 2.762 -0.108
14 C -3.538 2.211 0.967
15 N -2.928 1.147 1.582
16 H -6.341 4.070 1.415
17 H -5.327 5.121 -0.623
18 H -3.197 4.244 -1.521
19 C -0.186 3.457 2.954
20 C 0.795 2.466 2.379
21 C 2.125 2.436 2.789
22 C 2.978 1.476 2.258
23 C 4.422 1.412 2.694
24 C 2.517 0.559 1.320
25 C 1.189 0.571 0.847
26 C 0.361 1.559 1.432
27 N 0.604 -0.277 -0.074
28 C 1.398 -1.233 -0.854
29 C 1.911 -2.400 0.013
30 C 2.668 -3.424 -0.839
31 C 3.836 -2.731 -1.550
32 C 3.307 -1.623 -2.470
33 C 2.356 -2.233 -3.503
34 C 1.186 -2.894 -2.773
35 C 1.713 -4.018 -1.877
36 C 0.470 -1.844 -1.914
37 C 2.555 -0.578 -1.635
38 H 0.324 4.231 3.529
39 H -0.890 2.948 3.617
40 H -0.772 3.935 2.168
41 H 2.488 3.152 3.519
42 H 4.637 2.161 3.457
43 H 5.090 1.586 1.847
44 H 4.663 0.429 3.103
45 H 3.223 -0.177 0.967
46 H -0.673 1.675 1.121
47 H 1.046 -2.871 0.492
48 H 2.555 -2.039 0.814
49 H 3.052 -4.220 -0.195
50 H 4.402 -3.463 -2.138
51 H 4.523 -2.304 -0.811
52 H 4.146 -1.140 -2.978
53 H 2.884 -2.972 -4.116
54 H 1.987 -1.451 -4.175
55 H 0.477 -3.303 -3.498
56 H 2.233 -4.770 -2.482
57 H 0.879 -4.516 -1.374
58 H -0.383 -2.322 -1.422
59 H 0.099 -1.044 -2.559
60 H 2.123 0.191 -2.285
61 H 3.253 -0.073 -0.970
62 Cl -4.353 0.050 -1.344
63 C -3.556 0.575 -2.829
64 Cl -1.820 0.854 -2.536
65 H -3.992 1.506 -3.169
66 H -3.643 -0.212 -3.567

total charge	-1
F_max	0.0087	Eh/bohr
2S+1	1
E_LUMO	0.074	hartree
relative energy (zero: lowest compared OMol25 entry of this formula, charge and spin)	0.4081	eV
HOMO	-4.7	eV

Record 2
Molecular formula: C24H29B2CoN5O3S2
Method: DFT, ωB97M-V/def2-TZVPD

Cartesian coordinates (Å):
1 Co -1.509 -0.598 -1.125
2 O -1.333 -2.679 -1.360
3 N -0.792 -3.269 -0.325
4 C 0.509 -3.067 -0.042
5 C 1.093 -3.665 1.051
6 C 0.328 -4.470 1.881
7 C -1.013 -4.646 1.584
8 C -1.554 -4.033 0.475
9 H 1.012 -2.391 -0.718
10 H 2.136 -3.456 1.253
11 H 0.763 -4.925 2.760
12 H -1.660 -5.231 2.222
13 H -2.590 -4.082 0.183
14 C 2.598 1.903 0.427
15 C 1.686 0.688 0.344
16 N 1.412 0.092 1.642
17 C 2.189 -0.814 2.259
18 S 3.737 -1.230 1.710
19 N 1.625 -1.388 3.341
20 C 2.269 -2.374 4.180
21 C 3.167 -1.752 5.242
22 H 2.740 2.334 -0.567
23 H 3.571 1.623 0.829
24 H 2.155 2.669 1.066
25 H 2.117 -0.070 -0.312
26 H 0.713 0.958 -0.067
27 H 0.452 0.157 1.951
28 H 0.649 -1.185 3.535
29 H 2.858 -3.044 3.551
30 H 1.470 -2.954 4.648
31 H 3.957 -1.174 4.764
32 H 3.628 -2.528 5.858
33 H 2.591 -1.091 5.892
34 B -1.704 -1.213 3.455
35 C -1.631 -0.989 1.884
36 N -1.579 -0.799 0.746
37 H -1.036 -0.332 3.978
38 H -1.233 -2.311 3.712
39 H -2.855 -1.135 3.817
40 O -1.589 2.152 0.142
41 B -1.768 1.295 -1.016
42 O -2.146 2.199 -2.085
43 C -2.169 3.458 -1.588
44 C -2.458 4.640 -2.233
45 C -2.403 5.815 -1.477
46 C -2.068 5.785 -0.130
47 C -1.776 4.580 0.517
48 C -1.832 3.427 -0.236
49 H -2.716 4.650 -3.284
50 H -2.623 6.763 -1.951
51 H -2.033 6.711 0.432
52 H -1.515 4.544 1.566
53 S -2.174 -1.033 -5.467
54 C -2.302 -1.210 -3.749
55 N -1.459 -0.537 -3.039
56 C -0.594 0.189 -3.859
57 C 0.458 0.992 -3.419
58 C 1.225 1.647 -4.356
59 C 0.965 1.510 -5.727
60 C -0.064 0.709 -6.175
61 C -0.840 0.047 -5.226
62 H -3.047 -1.851 -3.303
63 H 0.630 1.076 -2.354
64 H 2.041 2.279 -4.030
65 H 1.582 2.037 -6.444
66 H -0.263 0.597 -7.233

total charge	-1
F_max	0.0037	Eh/bohr
2S+1	1
E_LUMO (spin up / spin down)	0.086 / 0.086	hartree
relative energy (zero: lowest compared OMol25 entry of this formula, charge and spin)	0.1243	eV
HOMO (spin up / spin down)	-3.1 / -3.1	eV

Record 3
Molecular formula: C24H29BClF4GeN2O3Rb
Method: DFT, ωB97M-V/def2-TZVPD

Cartesian coordinates (Å):
1 Rb 0.487 -3.506 1.156
2 N 3.522 -3.568 1.011
3 C 4.132 -4.599 1.870
4 C 3.944 -6.015 1.342
5 C 2.505 -6.501 1.212
6 N 1.848 -5.954 0.023
7 H 3.510 -3.893 0.051
8 H 4.071 -2.717 1.037
9 H 3.684 -4.533 2.868
10 H 5.205 -4.427 1.997
11 H 4.476 -6.686 2.021
12 H 4.442 -6.109 0.370
13 H 1.928 -6.192 2.089
14 H 2.496 -7.597 1.224
15 H 0.868 -6.238 0.023
16 H 2.261 -6.351 -0.813
17 Ge 0.947 1.370 -0.140
18 C 1.366 2.371 -1.732
19 C 0.352 3.067 -2.392
20 C 0.638 3.816 -3.523
21 C 1.940 3.879 -4.004
22 C 2.954 3.190 -3.355
23 C 2.667 2.438 -2.224
24 C 0.358 2.504 1.311
25 C 0.021 1.992 2.565
26 C -0.434 2.838 3.566
27 C -0.552 4.201 3.328
28 C -0.215 4.721 2.087
29 C 0.237 3.875 1.084
30 H 2.015 0.332 0.215
31 H -0.666 3.024 -2.021
32 H -0.154 4.353 -4.030
33 H 2.163 4.465 -4.886
34 H 3.968 3.236 -3.731
35 H 3.467 1.900 -1.728
36 H 0.101 0.930 2.757
37 H -0.697 2.432 4.535
38 H -0.910 4.859 4.110
39 H -0.315 5.781 1.895
40 H 0.492 4.292 0.116
41 F -2.833 -6.400 0.591
42 B -1.770 -5.573 0.832
43 F -1.195 -5.085 -0.384
44 F -0.718 -6.237 1.525
45 F -2.130 -4.440 1.603
46 C -3.418 2.082 -3.169
47 C -3.370 2.503 -1.729
48 C -3.427 3.837 -1.357
49 C -3.346 4.204 -0.021
50 Cl -3.386 5.892 0.404
51 C -3.222 3.252 0.967
52 C -3.165 1.909 0.612
53 C -3.232 1.540 -0.723
54 O -3.165 0.242 -1.155
55 C -2.594 -0.700 -0.280
56 C -1.163 -0.360 0.112
57 O -0.648 -0.823 1.112
58 O -0.561 0.456 -0.714
59 H -3.513 2.951 -3.820
60 H -4.259 1.414 -3.356
61 H -2.513 1.535 -3.440
62 H -3.524 4.603 -2.117
63 H -3.153 3.546 2.005
64 H -3.057 1.170 1.393
65 H -2.585 -1.653 -0.810
66 H -3.173 -0.841 0.634

F_max	0.0037	Eh/bohr
2S+1	1
E_LUMO	-0.004	hartree
relative energy (zero: lowest compared OMol25 entry of this formula, charge and spin)	0.0000	eV
HOMO	-8.6	eV